(1)
Entry from the OMol25 dataset: C36H28AsIrN3O5S2 as an isolated structure in a non-equilibrium geometry (ωB97M-V/def2-TZVPD).

Lowest unoccupied orbital energy (spin up / spin down)   -2.99 / -5.90 eV
E_HOMO (spin up / spin down)   -8.48 / -10.76 eV
Frontier orbital gap (spin up / spin down)   5.5 / 4.9 eV

The geometry in ORCA input format:
```
! wB97M-V def2-TZVPD RIJCOSX def2/J DEFGRID3
* xyz 1 5
Ir -1.115 -0.545 0.297
O -4.937 -2.820 -3.856
C -4.114 -2.336 -2.925
C -4.498 -2.121 -1.597
C -3.569 -1.619 -0.719
N -2.314 -1.349 -1.086
C -1.950 -1.496 -2.365
C -2.815 -1.986 -3.311
C -0.562 -0.921 -2.681
O -0.078 -1.109 -3.779
O -0.072 -0.243 -1.703
C -3.914 -1.178 0.701
O -4.976 -1.471 1.188
O -2.981 -0.438 1.246
H -5.813 -3.005 -3.499
H -5.499 -2.316 -1.232
H -2.494 -2.079 -4.339
S 1.310 -5.273 -2.336
C 2.377 -6.519 -2.807
C 3.554 -6.523 -2.084
C 3.600 -5.515 -1.131
C 2.442 -4.713 -1.117
C 2.181 -3.597 -0.316
C 0.937 -2.922 -0.389
N 0.643 -1.878 0.325
C 1.591 -1.373 1.222
C 2.873 -1.983 1.373
C 3.786 -1.390 2.319
C 3.445 -0.305 3.042
C 2.149 0.306 2.908
C 1.738 1.404 3.632
C 0.435 1.920 3.468
C -0.394 1.279 2.536
N -0.015 0.259 1.787
C 1.245 -0.267 1.969
C -0.037 3.070 4.203
C -1.242 3.731 4.085
C -1.367 4.826 4.959
C -0.263 5.002 5.740
S 0.938 3.835 5.423
C 3.169 -3.081 0.611
H 2.093 -7.195 -3.599
H 4.347 -7.235 -2.255
H 4.433 -5.373 -0.459
H 0.176 -3.282 -1.074
H 4.760 -1.849 2.437
H 4.137 0.126 3.754
H 2.414 1.870 4.337
H -1.417 1.603 2.401
H -2.013 3.432 3.389
H -2.233 5.469 5.014
H -0.096 5.758 6.490
H 4.143 -3.542 0.692
C -3.286 3.151 0.308
As -1.903 1.991 -0.492
C -2.587 1.876 -2.312
C -0.458 3.346 -0.728
C 0.818 2.766 -1.253
C 1.788 2.298 -0.369
C 2.945 1.699 -0.840
C 3.159 1.583 -2.205
C 2.220 2.083 -3.094
C 1.056 2.665 -2.620
H -2.874 4.150 0.438
H -3.614 2.764 1.272
H -4.147 3.197 -0.355
H -2.869 2.866 -2.666
H -3.468 1.232 -2.328
H -1.825 1.454 -2.965
H -0.306 3.819 0.243
H -0.877 4.081 -1.417
H 1.636 2.443 0.695
H 3.688 1.332 -0.140
H 4.056 1.106 -2.579
H 2.392 2.013 -4.160
H 0.318 3.040 -3.322
*
```

---

(2)
Entry from the OMol25 dataset: C25H18N4O3S2 in the gas phase in a non-equilibrium geometry (ωB97M-V/def2-TZVPD).

Lowest unoccupied orbital energy   -0.37 eV
E_HOMO   -8.64 eV
Frontier orbital gap   8.3 eV
Structure (SMILES)   O=C(Nc1ccc(S(=O)(=O)Nc2nccs2)cc1)c1cc(-c2ccccc2)nc2ccccc12

The geometry in ORCA input format:
```
! wB97M-V def2-TZVPD RIJCOSX def2/J DEFGRID3
* xyz 0 1
O -4.070 -1.839 -2.515
C -3.126 -1.593 -1.798
N -1.993 -2.366 -1.861
C -0.842 -2.315 -1.079
C -0.894 -2.009 0.283
C 0.274 -1.928 1.015
C 1.483 -2.178 0.396
S 2.972 -2.030 1.348
O 2.731 -2.348 2.721
O 4.071 -2.646 0.675
N 3.205 -0.330 1.355
C 3.662 0.246 0.213
N 3.304 -0.132 -0.963
C 3.914 0.600 -1.930
C 4.752 1.570 -1.495
S 4.812 1.579 0.234
C 1.553 -2.537 -0.936
C 0.388 -2.607 -1.674
C -3.065 -0.423 -0.874
C -2.031 0.473 -0.986
C -1.983 1.594 -0.126
C -0.876 2.556 -0.198
C 0.398 2.185 -0.623
C 1.406 3.129 -0.692
C 1.165 4.444 -0.332
C -0.095 4.816 0.111
C -1.107 3.879 0.178
N -2.921 1.830 0.762
C -3.959 0.987 0.878
C -4.951 1.274 1.839
C -6.019 0.437 1.999
C -6.143 -0.720 1.213
C -5.198 -1.030 0.273
C -4.090 -0.184 0.077
H -1.979 -3.010 -2.643
H -1.845 -1.845 0.765
H 0.263 -1.692 2.067
H 3.544 0.042 2.228
H 3.691 0.379 -2.957
H 5.325 2.275 -2.062
H 2.517 -2.743 -1.369
H 0.422 -2.876 -2.719
H -1.267 0.340 -1.737
H 0.618 1.157 -0.876
H 2.387 2.837 -1.034
H 1.958 5.175 -0.392
H -0.286 5.839 0.401
H -2.095 4.151 0.517
H -4.833 2.167 2.433
H -6.778 0.659 2.734
H -6.995 -1.368 1.355
H -5.299 -1.913 -0.340
*
```

---

(3)
Entry from the OMol25 dataset: C59H50MnNO4P2S as an isolated structure in a non-equilibrium geometry (ωB97M-V/def2-TZVPD).

Lowest unoccupied orbital energy (spin up / spin down)   -8.23 / -8.39 eV
E_HOMO (spin up / spin down)   -14.81 / -14.77 eV
Frontier orbital gap (spin up / spin down)   6.6 / 6.4 eV

The geometry in ORCA input format:
```
! wB97M-V def2-TZVPD RIJCOSX def2/J DEFGRID3
* xyz 3 2
Mn -0.686 -0.001 -0.622
O -0.157 -1.985 0.897
S 0.901 -1.139 0.323
C 1.846 -2.173 -0.798
C 2.119 -3.468 -0.395
C 2.989 -4.308 -1.097
C 3.647 -3.794 -2.191
C 4.655 -4.386 -3.114
C 4.955 -3.282 -4.153
C 4.054 -2.148 -3.789
C 3.807 -0.926 -4.375
C 2.744 -0.160 -3.888
C 2.007 -0.504 -2.757
P 0.294 0.085 -2.589
C 0.303 1.900 -2.048
C -1.554 3.218 -1.478
C -1.284 3.642 -0.225
C 0.020 3.788 0.353
C 1.124 3.073 0.012
C 1.113 1.993 -0.928
C -0.388 -0.631 -4.128
C -0.791 -1.946 -3.865
C -1.231 -2.764 -4.886
C -1.268 -2.278 -6.184
C -0.871 -0.977 -6.446
C -0.412 -0.150 -5.431
C 2.370 -1.667 -2.016
C 3.334 -2.492 -2.628
C 2.030 -0.790 1.710
C 3.244 -1.446 1.684
C 4.222 -1.303 2.668
C 4.014 -0.363 3.641
C 4.876 0.089 4.768
C 4.130 1.289 5.381
C 2.834 1.339 4.656
C 1.737 2.144 4.822
C 0.595 1.825 4.094
C 0.523 0.841 3.102
P -1.191 0.339 2.813
C -1.518 -1.384 3.224
C -0.596 -2.143 3.936
C -0.890 -3.462 4.232
C -2.093 -4.019 3.826
C -3.019 -3.253 3.132
C -2.739 -1.933 2.831
C -2.338 1.421 3.689
C -3.153 0.904 4.692
C -4.003 1.755 5.379
C -4.043 3.105 5.069
C -3.217 3.622 4.079
C -2.357 2.788 3.395
C 1.718 0.116 2.761
C 2.803 0.357 3.643
H 1.637 -3.828 0.503
H 3.159 -5.315 -0.756
H 4.243 -5.282 -3.581
H 5.553 -4.702 -2.582
H 4.767 -3.626 -5.171
H 6.002 -2.975 -4.121
H 4.349 -0.591 -5.244
H 2.471 0.730 -4.436
H -2.575 3.245 -1.843
H -2.122 3.990 0.363
H 0.100 4.502 1.160
H 2.042 3.215 0.566
H 1.945 1.291 -0.871
H -0.730 -2.319 -2.845
H -1.535 -3.779 -4.676
H -1.603 -2.914 -6.987
H -0.895 -0.597 -7.455
H -0.087 0.846 -5.678
H 3.464 -2.117 0.873
H 5.120 -1.895 2.632
H 5.881 0.338 4.430
H 4.991 -0.717 5.495
H 4.688 2.217 5.240
H 3.975 1.183 6.456
H 1.717 2.945 5.542
H -0.294 2.376 4.351
H 0.336 -1.701 4.256
H -0.177 -4.059 4.777
H -2.308 -5.052 4.050
H -3.959 -3.684 2.827
H -3.470 -1.327 2.306
H -3.116 -0.147 4.943
H -4.635 1.360 6.158
H -4.717 3.759 5.600
H -3.244 4.674 3.843
H -1.703 3.184 2.630
O -5.066 1.597 -0.842
C -4.469 0.448 -1.099
C -5.072 -0.391 -2.045
C -4.527 -1.612 -2.366
C -3.360 -2.054 -1.739
C -2.738 -1.268 -0.792
C -3.264 0.017 -0.455
C -2.771 0.826 0.641
O -3.322 1.808 1.084
O -1.518 0.453 1.199
H -4.711 2.042 -0.046
H -6.006 -0.062 -2.475
H -5.035 -2.259 -3.062
H -2.979 -3.042 -1.947
H -1.987 -1.752 -0.157
C -1.936 2.624 -4.473
C -0.771 3.363 -3.803
C 0.548 3.159 -4.541
C -1.073 4.863 -3.718
N -0.593 2.875 -2.422
H -1.880 2.731 -5.551
H -2.890 3.036 -4.159
H -1.919 1.564 -4.220
H 0.428 3.411 -5.590
H 0.882 2.127 -4.453
H 1.315 3.811 -4.132
H -1.094 5.279 -4.721
H -0.307 5.380 -3.144
H -2.040 5.057 -3.260
*
```

---

(4)
Entry from the OMol25 dataset: a 21-piece molecular cluster, C17H62FN7O21 overall in a non-equilibrium geometry (ωB97M-V/def2-TZVPD).

Lowest unoccupied orbital energy   -0.32 eV
E_HOMO   -8.72 eV
Frontier orbital gap   8.4 eV

The geometry in ORCA input format:
```
! wB97M-V def2-TZVPD RIJCOSX def2/J DEFGRID3
* xyz 0 1
O -2.558 -2.420 -2.182
F -0.400 3.191 8.569
N -1.643 -1.002 -0.711
N 0.016 0.279 -1.811
N 0.758 2.462 5.226
N 1.208 0.621 6.545
C -2.073 -1.319 -1.976
C -0.595 -0.233 -0.691
C -0.526 0.217 -3.005
C 1.279 1.219 5.380
C 0.192 3.128 6.253
C 0.627 1.264 7.574
C 0.075 2.510 7.507
N -0.102 0.116 0.569
N 1.335 0.275 2.937
N 0.150 0.718 -4.122
C 1.366 1.544 -4.049
C 2.034 0.411 4.290
C -1.865 -0.307 -3.147
C -0.571 -0.633 1.695
C 1.122 1.030 0.531
C -0.047 -0.201 3.104
C 1.526 1.402 1.990
C -0.153 0.136 -5.462
C -2.069 -1.018 -4.466
C -1.710 -0.152 -5.591
H -0.161 4.137 6.080
H 0.581 0.756 8.538
H 2.203 1.244 -4.619
H 1.108 2.578 -4.302
H 1.783 1.631 -3.044
H 2.269 -0.605 4.689
H 2.986 0.927 4.189
H -2.577 0.423 -3.008
H -1.680 -0.468 1.729
H -0.404 -1.737 1.570
H 1.999 0.581 0.035
H 0.862 1.942 0.036
H -0.586 0.651 3.490
H -0.165 -1.020 3.848
H 0.904 2.242 2.432
H 2.605 1.666 2.060
H 0.022 0.888 -6.305
H 0.452 -0.708 -5.636
H -3.076 -1.432 -4.569
H -1.337 -1.875 -4.433
H -2.160 0.810 -5.647
H -1.959 -0.678 -6.515
O -1.571 -3.449 3.552
H -2.255 -3.830 2.910
H -1.235 -4.203 4.137
O 1.785 5.718 6.161
H 2.281 6.494 5.744
H 2.284 5.437 6.995
O 2.430 -0.873 -2.552
H 1.456 -0.752 -2.305
H 2.608 -0.347 -3.398
O -4.302 2.104 -1.871
H -3.646 2.658 -2.406
H -5.170 2.621 -1.804
O -3.904 0.660 0.301
H -3.098 0.062 0.425
H -3.797 1.155 -0.576
O 3.873 -0.757 -5.117
H 4.187 -0.621 -6.069
H 3.687 -1.743 -4.985
O 1.446 3.971 -6.478
H 1.282 3.482 -7.349
H 2.334 4.450 -6.548
O -5.125 -2.729 -6.250
H -4.239 -2.759 -6.737
H -5.625 -3.585 -6.451
O 4.457 0.888 -0.455
H 4.747 1.842 -0.281
H 4.321 0.778 -1.451
O -2.961 -4.810 -3.416
H -2.702 -3.960 -2.933
H -3.963 -4.800 -3.557
O 1.713 -2.045 7.637
H 1.080 -2.787 7.367
H 1.566 -1.263 7.011
O -0.443 0.338 -8.977
H 0.337 -0.292 -9.117
H -1.099 0.201 -9.735
O 4.534 3.455 0.599
H 3.818 4.130 0.365
H 5.426 3.824 0.295
O -0.608 -1.289 9.370
H -1.083 -0.948 8.544
H 0.328 -1.565 9.104
O 2.346 -2.101 1.843
H 1.822 -1.281 2.120
H 3.313 -1.829 1.716
O -0.017 5.919 4.071
H -0.040 5.454 3.172
H 0.629 5.419 4.668
O -4.141 -2.272 0.229
H -4.325 -1.277 0.209
H -3.213 -2.429 -0.142
O 1.346 -3.347 4.186
H 1.769 -2.922 3.371
H 0.343 -3.244 4.110
O -0.889 -4.428 -4.990
H -1.735 -4.831 -4.610
H -0.291 -4.163 -4.218
O -1.347 -4.146 -0.107
H -1.383 -4.677 -0.968
H -0.383 -3.897 0.070
*
```

---

(5)
Entry from the OMol25 dataset: a 2-piece molecular cluster, C9H19N5 overall in a non-equilibrium geometry (ωB97M-V/def2-TZVPD).

Lowest unoccupied orbital energy (spin up / spin down)   -7.92 / -8.14 eV
E_HOMO (spin up / spin down)   -15.16 / -15.06 eV
Frontier orbital gap (spin up / spin down)   7.2 / 6.9 eV

The geometry in ORCA input format:
```
! wB97M-V def2-TZVPD RIJCOSX def2/J DEFGRID3
* xyz 2 1
C 1.698 -0.214 1.600
C 2.200 -1.537 -0.324
C 2.224 2.198 0.344
C 2.415 1.973 -1.150
C 1.102 2.081 -0.517
C 0.195 -0.147 -0.231
C -3.228 -1.270 -0.668
C -2.886 0.932 0.507
C -2.261 -0.404 0.127
N 0.455 -0.025 1.096
N 2.472 -1.190 0.937
N 1.236 -0.831 -0.972
N 2.861 -2.499 -0.933
N -1.049 -0.232 -0.696
H 1.847 -0.118 2.663
H 2.427 1.302 1.007
H 2.472 3.105 0.879
H 2.740 2.785 -1.788
H 2.794 1.015 -1.474
H 0.185 2.598 -0.696
H -2.755 -2.189 -1.000
H -4.073 -1.539 -0.042
H -3.611 -0.735 -1.531
H -3.734 0.754 1.161
H -3.248 1.450 -0.376
H -2.185 1.580 1.030
H -1.950 -0.943 1.030
H -0.226 0.476 1.660
H 3.237 -1.616 1.445
H 0.994 -1.107 -1.916
H 3.586 -3.026 -0.466
H 2.691 -2.747 -1.898
H -1.208 -0.217 -1.695
*
```

---

(6)
Entry from the OMol25 dataset: an isolated ion of composition C5H12NO and charge -1 in a non-equilibrium geometry (ωB97M-V/def2-TZVPD).

Lowest unoccupied orbital energy   3.78 eV
E_HOMO   -2.50 eV
Frontier orbital gap   6.3 eV
Structure (SMILES)   CCCNCC[O-]

The geometry in ORCA input format:
```
! wB97M-V def2-TZVPD RIJCOSX def2/J DEFGRID3
* xyz -1 1
C 1.982 1.924 0.995
C 1.158 1.381 -0.171
C 0.293 0.168 0.202
N -1.004 0.234 -0.450
C -1.868 -0.890 -0.082
C -1.312 -2.238 -0.681
O -0.864 -2.049 -1.921
H 1.458 2.656 1.604
H 2.888 2.420 0.622
H 2.377 1.120 1.595
H 1.905 0.966 -0.843
H 0.553 2.131 -0.684
H 0.826 -0.767 -0.033
H 0.085 0.060 1.273
H -0.872 0.037 -1.441
H -2.018 -0.883 1.003
H -2.868 -0.736 -0.502
H -2.181 -2.940 -0.536
H -0.536 -2.595 0.051
*
```

---

no.,calculated total energy (Eh)
1,-5065.3830
2,-2204.6365
3,-4864.9410
4,-2748.0591
5,-627.3977
6,-327.6739